The following is a DFT calculation (ωB97M-V/def2-TZVPD) of a structure of composition C45H29Br2Cl4N6O5S2W.

Computed properties:
LUMO energy (alpha / beta): -4.163 / -4.234 eV
spin multiplicity: 3
M: 1283.36 g mol⁻¹
total charge: +1
Kohn-Sham gap (alpha / beta): 4.921 / 5.588 eV
energy relative to the best compared isomer or geometry (same formula, charge and spin): 47.11 kcal per mole

Last column: Mulliken spin population.
Atoms and positions in Å:
C: 2.00 -2.55 -4.71  -0.004
N: 0.71 1.31 -1.48  0.026
H: 2.43 -6.00 -1.08  0.000
C: 1.26 -3.64 -5.46  0.003
C: 2.58 2.67 1.35  -0.006
H: 1.61 -5.59 -8.20  0.000
H: -0.66 -6.28 -7.52  0.000
O: 4.24 5.11 -2.32  0.000
C: 1.59 2.13 -0.84  0.036
H: 2.83 -4.97 -3.28  0.001
N: 3.97 5.08 -1.14  0.000
C: -1.55 -1.65 1.87  0.044
C: 2.24 -6.10 -0.01  0.000
C: 2.57 -5.38 2.24  0.001
O: -1.92 -0.30 -1.43  0.048
H: 4.77 -4.83 -1.90  0.000
C: 2.85 -5.24 0.89  -0.006
C: 1.15 -5.16 -7.32  0.000
C: 4.24 -3.89 -2.05  0.001
H: 1.93 1.08 4.26  0.000
C: 2.08 3.35 -2.84  0.036
C: 1.13 -7.24 1.78  0.000
C: -3.08 0.36 -1.39  0.032
H: 3.93 -3.40 1.17  0.002
H: 2.91 -2.31 -5.26  0.001
H: 0.45 -0.19 2.74  -0.001
H: 3.99 -3.98 -4.16  0.000
H: -1.69 -5.30 -5.50  0.000
C: 3.29 3.72 0.71  -0.008
H: -0.27 0.94 -3.24  0.009
S: 1.96 -1.83 0.40  0.043
C: -4.30 -0.22 -1.65  0.015
H: 0.93 2.71 -4.52  0.001
C: -2.73 -0.07 3.27  0.007
C: -0.02 -4.04 -5.07  0.001
H: 2.59 4.11 -3.40  -0.001
C: -3.04 1.74 -1.02  -0.015
H: 2.83 -3.91 -6.89  0.000
N: 3.45 -3.59 -0.86  0.008
C: 2.45 -2.69 -0.95  -0.005
H: 1.39 -1.65 -4.64  0.004
H: -2.73 5.37 0.05  0.000
H: -4.98 4.45 -0.37  0.000
C: 3.18 3.95 -0.62  -0.004
C: -5.46 1.83 -1.20  0.012
C: -0.12 -5.55 -6.94  0.000
C: 1.06 0.63 2.36  0.036
C: -2.85 4.34 -0.26  -0.002
C: -2.91 -1.08 4.22  -0.006
H: -0.73 3.89 -0.23  0.000
H: 4.98 -3.10 -2.19  0.000
C: 1.89 1.34 3.21  -0.006
C: 1.38 -7.10 0.43  0.000
C: 3.83 -4.18 0.42  0.010
C: -2.04 -0.35 2.11  -0.003
Cl: -3.32 1.53 3.52  0.002
C: -0.70 -5.00 -5.80  0.000
C: -4.24 2.49 -0.91  -0.011
N: -1.82 2.25 -0.76  0.034
N: 2.40 -2.93 -3.36  0.013
H: 4.82 -4.63 0.28  0.001
C: 1.72 1.89 0.55  0.021
H: 1.51 -6.48 3.74  0.000
C: -5.49 0.52 -1.57  -0.006
O: -1.68 0.52 1.17  0.058
Br: -4.30 -2.05 -2.10  0.001
O: -0.86 -1.73 0.73  -0.018
C: 1.15 2.54 -3.47  -0.017
S: 0.35 -1.60 -2.40  -0.039
C: -1.73 3.51 -0.41  0.013
H: -6.43 0.03 -1.78  0.000
H: 0.93 -7.77 -0.29  0.000
C: 0.48 1.56 -2.77  0.064
Cl: -1.06 -4.21 2.50  0.001
N: 0.96 0.88 1.06  -0.016
C: 1.72 -6.38 2.69  0.000
C: 1.84 -4.21 -6.58  0.000
O: 4.37 5.88 -0.32  0.000
C: 3.37 -4.01 -3.27  0.001
C: -4.10 3.83 -0.50  0.006
H: -0.47 -3.61 -4.19  0.000
Cl: -3.74 -0.73 5.68  -0.001
H: 3.33 2.93 3.35  0.000
C: 2.66 2.37 2.71  0.037
H: 0.47 -8.03 2.13  0.000
C: -2.40 -2.36 3.99  0.008
C: 1.84 -2.43 -2.26  0.027
Br: -7.09 2.78 -1.07  0.001
W: -0.40 -0.17 -0.30  1.534
C: -1.72 -2.65 2.81  -0.013
Cl: -2.59 -3.58 5.19  0.001
H: 3.94 4.36 1.29  0.000
H: 3.03 -4.71 2.96  0.000
C: 2.32 3.16 -1.48  -0.013

***

The following is a DFT calculation (ωB97M-V/def2-TZVPD) of a structure of composition C32H33Cl48N3O3S2Si.

Computed properties:
LUMO energy: -0.612 eV
M: 2301.60 g mol⁻¹
Kohn-Sham gap: 8.036 eV

Last column: Löwdin charge in e.
Atoms and positions in Å:
C: -3.57 5.26 2.78  -0.161
O: 2.90 3.78 1.26  0.038
Cl: 8.46 2.76 0.00  0.462
H: 0.02 -0.98 -0.42  0.077
C: 13.73 2.59 -3.44  -2.056
O: -1.28 4.39 1.39  -0.201
H: 1.53 -1.55 -1.62  0.101
Cl: 0.06 -7.99 -1.44  0.521
Cl: 14.92 2.23 -4.69  0.527
H: 2.62 -3.96 -1.35  0.066
H: -0.06 7.01 2.51  0.028
C: 9.89 2.05 0.76  -2.014
H: -2.27 0.33 1.34  0.110
H: -1.75 7.57 2.72  0.029
Cl: -9.27 -9.41 -6.74  0.498
Cl: 11.09 1.67 -0.48  0.495
H: 0.58 4.50 0.41  0.119
Cl: -9.52 -3.78 -1.33  0.520
H: 3.25 -2.59 0.68  0.119
C: 0.25 2.54 1.37  -0.094
H: -3.96 4.24 2.75  0.025
C: -1.30 4.05 4.34  -0.145
Cl: -11.32 -8.46 -4.96  0.516
H: 2.25 -4.70 0.25  0.064
C: -2.50 -0.99 3.01  -0.189
H: 2.74 4.47 0.60  0.111
H: -2.17 3.42 4.52  0.028
H: -1.42 -4.39 5.37  0.086
Cl: -11.53 -11.09 -6.12  0.527
C: 5.67 11.12 -0.75  -2.062
C: -11.00 -9.43 -6.40  -2.059
C: 1.48 1.94 0.73  -0.171
Cl: 5.25 12.83 -0.96  0.525
Cl: 1.50 2.41 -2.02  0.742
H: -0.41 -3.19 -0.35  -0.154
Cl: 9.42 0.57 1.60  0.532
C: 3.68 0.61 -0.45  -0.336
Cl: 10.59 3.18 1.92  0.527
C: 1.71 2.99 -3.68  -2.002
Cl: -6.77 -1.80 0.46  0.493
Cl: 13.28 1.09 -2.61  0.490
C: 2.38 -1.44 -0.95  -0.147
C: 0.38 -4.75 8.83  -2.059
Cl: -2.53 -6.98 -2.25  0.461
Cl: -9.75 -1.74 -3.35  0.517
H: 3.28 -1.66 -1.53  0.110
C: 2.30 -2.51 0.15  -0.234
Cl: 0.61 2.14 -4.77  0.531
S: 5.91 1.30 -0.68  0.970
C: -8.85 -3.17 -2.85  -2.042
H: -0.60 2.13 0.83  0.103
Cl: 1.02 -5.70 7.49  0.528
C: -0.70 -3.77 4.83  -0.016
H: -3.24 -0.38 3.53  0.108
Cl: -9.01 -4.42 -4.08  0.502
H: -3.95 5.77 3.67  0.034
Cl: -3.25 -5.50 -4.50  0.475
Cl: -8.29 0.35 -0.70  0.519
C: 0.10 4.05 1.29  -0.241
Cl: 8.60 6.11 1.74  0.510
C: -8.34 -5.73 -8.57  -2.030
Cl: 6.23 4.65 0.93  0.535
Cl: 5.44 10.66 0.94  0.498
H: -3.07 -1.66 2.37  0.116
Cl: 4.62 10.13 -1.78  0.518
Cl: -6.61 -5.35 -8.53  0.503
H: 0.14 2.16 2.38  0.113
Cl: -2.26 -3.27 -6.02  0.534
S: 0.30 -4.10 -1.04  0.684
Cl: -1.57 -6.49 0.39  0.518
C: 0.02 -0.11 0.22  -0.117
Cl: 1.32 -5.07 10.29  0.527
N: 4.82 0.15 -0.94  -0.193
C: 2.68 2.54 0.69  -0.275
N: -1.73 -1.68 4.04  0.053
H: 0.50 -0.38 2.32  0.121
Cl: -1.31 -5.19 9.11  0.523
Cl: -5.41 0.37 -0.86  0.518
N: 5.02 2.43 0.05  -0.263
C: 2.42 -0.04 -0.38  -0.158
H: 1.51 -2.32 0.86  0.080
Cl: 14.42 3.72 -2.28  0.525
H: -1.51 0.87 2.86  0.095
Cl: -11.88 -8.75 -7.78  0.519
C: -0.35 -0.59 1.67  -0.161
H: -0.77 0.54 -0.15  0.110
H: 0.03 -4.43 4.36  0.081
O: -1.56 -3.53 2.65  0.049
C: 3.80 1.91 0.11  -0.323
Cl: -9.23 -4.32 -9.17  0.534
Cl: 7.35 10.87 -1.21  0.523
H: -1.21 4.67 5.23  0.032
H: -0.45 -1.67 1.61  0.076
Cl: -8.93 -6.16 -6.96  0.475
C: -1.66 0.02 2.19  -0.171
C: -1.00 6.85 3.03  -0.151
C: 2.01 -3.90 -0.45  -0.512
Cl: 12.29 3.30 -4.18  0.525
C: -3.43 -4.59 -6.00  -2.030
Cl: 0.47 -3.02 8.44  0.525
Cl: -5.07 -3.94 -6.08  0.496
C: -1.38 -3.00 3.73  -0.521
H: -0.43 3.41 4.25  0.021
H: -0.86 -1.17 4.21  0.128
H: -0.80 7.07 4.08  0.029
Cl: -3.15 -5.65 -7.39  0.523
Cl: 3.38 2.68 -4.17  0.535
Cl: 1.39 4.73 -3.75  0.526
H: -3.91 5.79 1.89  0.033
C: -1.60 -7.67 -0.91  -2.038
Cl: -7.16 -2.74 -2.59  0.501
Cl: -8.60 -7.10 -9.65  0.518
Cl: 6.27 7.54 0.83  0.488
H: 0.61 4.47 2.16  0.099
C: 1.35 0.60 0.17  -0.192
C: 6.83 6.12 1.72  -2.016
Si: -1.70 5.11 2.83  0.422
H: -0.18 -3.12 5.53  0.043
Cl: 6.22 6.18 3.38  0.529
Cl: -2.35 -9.17 -0.37  0.528
Cl: -6.72 0.83 1.66  0.521
C: -6.80 -0.06 0.14  -2.057

***

The following is a DFT calculation (ωB97M-V/def2-TZVPD) of an isolated molecule of C2H5NO.

Computed properties:
LUMO energy: 0.945 eV
M: 59.07 g mol⁻¹
Kohn-Sham gap: 9.948 eV
SMILES: C=[N+](C)[O-]
energy relative to the best compared isomer or geometry (same formula, charge and spin): 88.94 kcal per mole

Last column: Löwdin charge in e.
Atoms and positions in Å:
C: 0.17 -0.95 0.01  -0.018
H: -0.27 -1.76 0.52  0.062
H: 1.04 -0.59 0.66  0.112
H: 0.21 1.82 0.60  0.105
H: -1.45 1.89 0.45  0.051
C: -0.70 1.20 0.46  0.038
H: 0.37 -1.45 -1.03  0.133
O: -2.01 -0.41 -0.45  -0.074
N: -0.92 0.04 0.01  -0.410

***

The following is a DFT calculation (ωB97M-V/def2-TZVPD) of a structure of composition C14H11AsBaBrF6N3O3S.

Computed properties:
LUMO energy (alpha / beta): -4.322 / -7.796 eV
spin multiplicity: 2
M: 707.47 g mol⁻¹
total charge: +1
Kohn-Sham gap (alpha / beta): 6.731 / 3.242 eV

Last column: Mulliken spin population.
Atoms and positions in Å:
C: 1.01 3.93 -1.63  -0.010
H: 1.70 3.91 -2.46  0.000
C: -2.11 1.54 1.54  -0.037
O: 0.58 2.59 -1.44  0.049
H: -3.68 -3.78 3.08  -0.001
C: -2.23 -2.80 1.82  0.076
C: -1.32 -5.30 1.12  0.005
Ba: 1.98 0.69 -2.37  0.001
O: 0.13 0.11 -0.98  0.139
C: -1.91 2.88 1.25  0.153
C: -2.86 -3.89 2.38  -0.039
N: -2.42 -1.45 1.92  0.001
C: -0.30 2.35 -0.46  0.094
As: 4.25 1.31 -0.48  0.000
H: -0.05 -0.83 -0.59  -0.022
O: 1.59 -1.04 -3.77  0.001
C: -0.52 0.97 -0.20  0.213
F: 4.81 0.56 0.94  0.000
H: 0.17 4.58 -1.88  0.004
N: -0.78 -1.73 0.45  0.077
C: -0.98 3.30 0.29  -0.031
N: 0.85 1.18 -4.40  0.002
H: -0.83 4.35 0.14  -0.002
S: 1.12 -0.18 -4.88  0.001
H: -2.81 1.27 2.31  -0.003
H: -2.87 -6.02 2.42  0.003
C: -0.69 -4.23 0.55  0.016
F: 3.52 2.07 -2.01  0.000
Br: -2.89 4.20 2.20  0.060
H: -0.99 -6.30 0.89  0.001
H: -3.09 -0.99 2.52  -0.001
H: 1.52 4.29 -0.73  0.005
C: -1.41 0.57 0.83  0.070
F: 2.97 2.20 0.38  -0.001
C: -1.16 -2.96 0.88  0.073
F: 2.95 0.00 -0.63  0.001
H: 0.14 -4.33 -0.13  -0.001
C: -2.39 -5.14 2.01  0.085
F: 5.20 0.35 -1.56  0.000
C: -1.54 -0.84 1.08  0.019
F: 5.35 2.61 -0.38  0.000

***

The following is a DFT calculation (ωB97M-V/def2-TZVPD) of an isolated molecule of C12H14N2.

Computed properties:
LUMO energy: 0.856 eV
M: 186.26 g mol⁻¹
Kohn-Sham gap: 8.536 eV
SMILES: CN1CCc2c([nH]c3ccccc23)C1
energy relative to the best compared isomer or geometry (same formula, charge and spin): 9.12 kcal per mole

Last column: Löwdin charge in e.
Atoms and positions in Å:
H: -3.40 0.70 -1.96  0.086
N: 1.06 -1.46 -0.40  0.132
C: 0.85 0.58 2.50  -0.029
C: 2.11 -1.86 1.84  -0.030
H: -0.59 -1.39 -2.66  0.124
H: -1.75 1.60 0.31  0.113
H: -0.31 2.59 0.13  0.117
H: 0.37 1.52 2.76  0.108
H: -1.86 2.49 -1.95  0.115
C: 0.27 -0.47 -0.92  -0.189
N: -1.38 0.53 -2.39  -0.221
C: 1.35 -1.17 0.90  -0.205
H: 1.71 0.28 4.43  0.095
C: 0.04 0.48 0.04  -0.133
H: 0.52 -0.05 -3.00  0.127
H: 2.80 -1.83 3.85  0.096
C: -0.26 -0.40 -2.31  -0.128
H: 1.39 -2.27 -0.91  0.160
C: 0.71 0.06 1.22  -0.120
H: -2.55 -0.43 -0.89  0.090
C: -1.05 1.79 -1.74  -0.191
H: 2.59 -2.80 1.58  0.105
C: -0.80 1.69 -0.23  -0.121
H: -2.89 -0.87 -2.57  0.083
C: 2.22 -1.32 3.10  -0.106
C: -2.61 -0.05 -1.92  -0.095
H: -0.14 2.17 -2.23  0.123
C: 1.60 -0.11 3.43  -0.107

***

The following is a DFT calculation (ωB97M-V/def2-TZVPD) of a structure of composition C20H12BaCl5N3O4.

Computed properties:
LUMO energy: -0.382 eV
M: 672.93 g mol⁻¹
Kohn-Sham gap: 5.720 eV
energy relative to the best compared isomer or geometry (same formula, charge and spin): 62.70 kcal per mole

Last column: Löwdin charge in e.
Atoms and positions in Å:
C: -4.98 4.62 -1.46  -0.070
C: -1.64 -2.68 -1.06  -0.364
C: -5.40 3.81 -0.42  -0.079
H: -0.14 -4.92 -1.39  0.102
N: -0.29 -0.14 2.83  0.199
O: 2.00 5.85 -3.20  0.104
C: -0.20 -0.11 3.97  -0.392
C: -3.65 4.63 -1.86  -0.039
O: 1.96 1.23 -2.81  0.012
C: -3.15 3.00 -0.16  -0.020
C: 1.85 4.66 -3.12  -0.494
C: 0.54 2.79 -1.81  -0.168
N: -0.68 2.62 -1.34  0.098
Ba: 0.12 -0.40 -1.05  2.068
H: -1.68 -4.36 3.27  0.096
C: -1.68 -3.53 1.29  -0.088
H: -3.35 5.25 -2.69  0.071
Cl: -1.65 -0.60 6.11  0.619
C: 0.69 4.06 -2.40  -0.057
H: -2.43 2.37 0.34  0.102
H: -2.26 -2.66 1.58  0.097
C: -0.49 -4.79 -0.37  -0.079
H: -2.61 -2.21 -0.86  -0.001
C: -0.59 -5.58 1.89  -0.708
Cl: -0.97 6.24 -2.63  0.845
O: 1.62 1.06 -0.62  -0.403
C: -0.54 4.66 -2.21  -0.559
C: -0.09 -0.11 5.42  -1.611
C: -4.48 3.00 0.23  -0.069
C: 1.49 1.62 -1.73  -0.821
N: -1.35 3.76 -1.59  -0.054
C: -2.73 3.82 -1.20  -0.175
Cl: -0.17 -6.77 3.09  0.614
C: -0.16 -5.74 0.58  -0.129
H: 2.45 2.87 -3.58  0.081
C: -1.27 -3.66 -0.05  -0.408
H: -1.62 -3.10 -2.07  -0.001
H: -5.68 5.25 -1.98  0.110
H: -6.43 3.81 -0.11  0.107
Cl: 0.34 1.51 5.98  0.620
C: -1.35 -4.48 2.25  -0.133
H: 0.42 -6.61 0.31  0.099
H: -4.78 2.36 1.04  0.109
Cl: 1.17 -1.28 5.88  0.625
O: 2.70 3.81 -3.70  0.143

***

The following is a DFT calculation (ωB97M-V/def2-TZVPD) of a cluster of 2 separate species, CH4F2Si in total.

Computed properties:
LUMO energy (alpha / beta): -0.636 / 0.047 eV
M: 82.12 g mol⁻¹
Kohn-Sham gap (alpha / beta): 10.322 / 7.913 eV
energy relative to the best compared isomer or geometry (same formula, charge and spin): 103.68 kcal per mole

Last column: Löwdin charge in e.
Atoms and positions in Å:
H: 0.42 -0.13 -1.21  0.065
C: 0.47 -0.80 -0.28  -0.237
F: -2.26 -1.43 -0.92  -0.234
H: 1.03 -0.29 0.56  0.032
H: 1.10 -1.73 -0.32  0.032
F: -1.38 -2.70 1.23  -0.179
H: -2.03 0.62 3.29  0.021
Si: -1.19 -1.37 0.37  0.501

***

The following is a DFT calculation (ωB97M-V/def2-TZVPD) of a cluster of 4 separate species, C25H51F3O8P2S3 in total.

Computed properties:
LUMO energy: 0.331 eV
M: 694.82 g mol⁻¹
Kohn-Sham gap: 9.104 eV
SMILES: CCCCCCCCCCP(C[C@@H](O)C(F)(F)F)[PH2]=O.O=S1(=O)CCCC1.O=S1(=O)CCCC1.O=S1(=O)CCCC1

Last column: Löwdin charge in e.
Atoms and positions in Å:
F: -4.20 -3.42 5.10  -0.013
H: -2.16 1.00 -4.18  0.096
H: -2.41 -4.16 2.20  0.147
P: -0.78 -3.10 0.00  0.544
C: 8.59 -2.43 1.78  -0.228
H: 0.06 -2.74 -1.11  -0.016
H: -5.20 -0.23 -3.02  0.115
C: -5.21 0.57 -3.76  -0.216
H: -2.85 -1.05 3.20  0.109
C: 3.87 -0.99 3.47  -0.221
H: -1.70 -4.49 4.48  0.126
C: -2.63 -1.85 2.38  -0.334
F: -5.27 -3.08 2.96  0.009
C: -0.71 3.89 2.44  -0.223
S: -1.90 3.91 -3.92  0.668
C: -1.25 1.47 -4.57  -0.216
H: 0.29 -1.94 3.67  0.084
H: -0.31 -4.30 0.65  -0.020
H: 3.47 -0.96 4.57  0.107
H: 5.81 -1.51 1.46  0.113
H: -2.01 5.56 2.00  0.121
O: 0.71 3.95 0.21  -0.319
H: 6.83 0.06 1.69  0.114
O: -2.29 -3.42 -0.47  -0.605
H: -4.46 1.33 -3.51  0.086
H: -1.77 4.52 -0.45  0.114
C: 1.33 -0.11 2.80  -0.257
C: -1.89 3.57 0.08  -0.241
C: -2.86 3.72 1.25  -0.217
C: -0.78 2.56 -3.62  -0.223
H: -3.44 3.20 -5.57  0.094
H: 5.24 0.84 3.33  0.103
H: 1.33 -2.32 2.15  0.085
H: 3.30 0.94 2.33  0.116
H: -6.68 -0.54 -6.82  0.111
C: 2.93 -0.19 2.38  -0.217
C: -2.10 4.51 2.31  -0.218
H: -0.49 0.69 -4.69  0.124
H: -3.78 4.23 0.94  0.122
C: -6.39 0.25 -6.12  -0.233
H: 1.33 0.16 3.97  0.113
C: 0.53 -1.55 2.59  -0.410
C: 10.07 -4.27 3.14  -0.154
H: 8.00 -2.36 0.75  0.107
H: -3.51 -1.83 1.57  0.109
C: 6.37 -0.86 2.27  -0.219
O: -0.25 1.73 1.00  -0.389
H: 7.31 -2.44 3.75  0.109
H: -0.61 2.46 -6.38  0.122
H: 0.80 0.81 2.28  0.056
F: -4.36 -5.25 3.59  0.005
H: 10.05 -5.38 3.55  0.075
C: -6.60 1.19 -3.89  -0.214
H: 0.04 4.64 2.69  0.108
H: -3.13 2.73 1.64  0.120
H: -2.16 4.23 -6.27  0.107
H: 9.95 -3.53 4.05  0.081
C: 5.40 -0.33 3.49  -0.226
H: 4.02 -2.15 3.20  0.114
O: -3.79 0.63 -5.99  -0.342
H: -6.27 1.20 -6.66  0.110
H: 7.78 -4.33 2.76  0.099
C: -1.55 2.17 -5.89  -0.231
H: -2.09 1.51 -6.59  0.090
H: 9.67 -1.97 1.68  0.109
H: 5.95 -0.49 4.53  0.111
C: -4.15 -3.78 3.64  -0.184
S: -4.83 -0.14 -5.35  0.694
C: -2.65 -3.35 3.04  -0.264
C: 8.75 -4.03 2.18  -0.281
C: -7.36 0.40 -4.96  -0.224
H: 8.78 -4.66 1.18  0.105
P: -1.00 -1.42 1.45  0.818
H: -2.63 4.50 3.27  0.117
H: -8.28 0.91 -5.26  0.118
H: -7.63 -0.58 -4.56  0.123
H: -0.82 2.26 -2.57  0.096
C: -2.37 3.42 -5.57  -0.220
H: 3.08 -0.71 1.32  0.119
H: 0.23 2.90 -3.88  0.116
H: -0.70 3.09 3.19  0.106
H: -7.13 1.19 -2.93  0.119
H: 8.41 -0.90 3.48  0.114
S: -0.33 3.17 0.85  0.671
H: 11.11 -4.09 2.57  0.084
O: -3.05 3.76 -3.05  -0.340
H: -6.51 2.24 -4.21  0.120
O: -1.72 -3.53 4.18  -0.096
C: 7.68 -1.66 2.94  -0.225
O: -4.75 -1.58 -5.20  -0.306
H: -2.18 2.78 -0.61  0.094
O: -1.14 5.14 -3.99  -0.327